Record 1
The following is a DFT calculation (the ωB97M-V functional and the def2-TZVPD basis) of one molecule with the formula C21H17Cl2N5O3S.

- Frontier orbital gap: 8.937 eV
- SMILES: CCn1cnnc1-c1cc(Cl)nc(Oc2cccc(NS(=O)(=O)c3ccc(Cl)cc3)c2)c1
- E_LUMO: -0.10 eV
- HOMO energy: -0.332 Eh

```
49
Properties=species:S:1:pos:R:3:forces:R:3
C 4.6043 1.5899 -5.2235 -0.1 0.0 0.1
C 4.2532 0.1299 -5.3949 -0.3 0.0 0.3
N 2.7882 -0.0226 -5.4580 1.0 -0.5 0.1
C 2.0723 0.1870 -6.6134 -0.5 -0.3 1.0
N 0.7957 0.1932 -6.3325 0.1 0.1 0.3
N 0.6613 0.0166 -4.9863 0.5 -0.4 0.6
C 1.8658 -0.1440 -4.4347 -1.0 0.6 -1.2
C 2.0792 -0.3696 -2.9676 -0.9 0.8 0.9
C 3.1033 -1.1060 -2.4295 1.6 -0.7 0.2
C 3.2976 -1.2282 -1.0527 -1.6 0.6 0.2
Cl 4.6554 -2.1980 -0.5302 -0.4 0.4 0.2
N 2.4638 -0.7028 -0.1366 -0.1 -0.1 -0.6
C 1.3968 -0.0347 -0.6156 1.0 -0.3 -1.1
O 0.4575 0.5544 0.1956 0.8 -0.7 -0.1
C 0.2729 0.0261 1.4684 -0.4 -0.5 0.8
C 1.0528 0.4425 2.5351 -0.1 0.1 -0.1
C 0.7446 -0.0071 3.8201 -0.4 -0.1 -0.7
C -0.3182 -0.9009 4.0178 -0.2 0.0 0.1
C -1.1416 -1.3294 2.9367 2.0 1.4 -0.2
N -2.2332 -2.1832 3.0751 -0.1 0.2 2.7
S -3.3879 -1.9651 4.2876 -2.7 -1.7 0.4
O -2.8653 -2.0848 5.6266 0.7 0.9 -1.2
O -4.4607 -2.9404 3.9874 2.0 2.0 -0.4
C -4.0504 -0.2879 3.9689 -0.3 0.6 -0.3
C -3.3671 0.8969 4.3834 -0.4 -1.1 -0.4
C -3.8835 2.1370 4.0425 -1.6 -0.1 -0.7
C -5.0969 2.2220 3.3140 0.3 -1.0 -0.6
Cl -5.7561 3.7426 2.7620 0.4 -0.2 0.4
C -5.7653 1.0595 2.8488 1.0 0.6 0.9
C -5.2616 -0.1848 3.1957 1.5 -0.1 0.8
C -0.7930 -0.8611 1.6538 0.7 0.5 1.2
C 1.2075 0.1712 -1.9893 -0.8 0.7 -1.2
H 4.4980 1.8994 -4.1909 0.0 0.0 0.3
H 5.6262 1.7414 -5.5300 0.4 0.3 -0.1
H 3.9228 2.2050 -5.8026 0.1 0.1 -0.3
H 4.6814 -0.2815 -6.2960 -0.1 0.0 -0.5
H 4.7101 -0.4585 -4.6024 -0.4 -0.1 0.2
H 2.4592 0.2905 -7.6287 0.2 0.0 0.6
H 3.8508 -1.5911 -3.0274 0.0 -0.2 -0.4
H 1.8859 1.1091 2.3436 -0.1 0.0 0.1
H 1.3435 0.3872 4.6448 -0.3 -0.5 -0.1
H -0.4862 -1.2348 5.0426 -0.3 -0.1 -0.4
H -2.6987 -2.4910 2.2720 -0.6 -0.5 -1.5
H -2.4144 0.9145 4.9252 -0.5 -0.5 -0.2
H -3.3620 3.0264 4.3385 0.0 0.3 0.0
H -6.6465 1.1109 2.2264 0.0 0.2 0.1
H -5.7934 -1.0673 2.8527 0.3 -0.1 0.2
H -1.3248 -1.1744 0.8031 -0.8 -0.3 -1.0
H 0.3570 0.7959 -2.3254 0.6 -0.6 0.3
```
Forces are in eV/Å.


Record 2
The following is a DFT calculation (the ωB97M-V functional and the def2-TZVPD basis) of a 2-piece molecular cluster, C2H6N3S2 overall.

- Net charge: +1
- Frontier orbital gap: 8.328 eV
- E_LUMO: -4.86 eV
- HOMO energy: -0.485 Eh

```
13
Properties=species:S:1:pos:R:3:forces:R:3
C -1.0913 0.0486 0.1859 1.3 0.6 -0.8
C -0.1051 1.0652 0.3141 -2.1 -0.6 -0.6
N 0.2642 1.4426 -0.8963 0.9 -1.8 -4.7
N 0.2603 1.6301 1.4403 1.2 2.5 0.8
N -0.1586 0.5551 -1.9329 1.5 2.8 0.4
S -1.1442 -0.4873 -1.3783 -0.8 0.1 1.1
S 0.7238 -2.7864 -0.6981 -1.0 -1.8 -1.8
H -1.6872 -0.3080 0.9510 -0.9 -0.8 1.4
H 0.9802 2.0661 -1.3461 -0.8 -0.5 1.6
H -0.2070 1.2453 2.2382 0.1 0.4 0.6
H 0.6472 2.6276 1.4582 -0.8 -2.3 0.2
H 1.2468 -2.9718 0.4524 0.8 -0.3 1.8
H 0.2710 -4.1271 -0.7885 0.6 1.6 0.1
```
Forces are in eV/Å.


Record 3
The following is a DFT calculation (the ωB97M-V functional and the def2-TZVPD basis) of one molecule with the formula C2H2N2O2.

- Frontier orbital gap: 10.512 eV
- SMILES: O=c1nco[nH]1
- E_LUMO: 0.36 eV
- HOMO energy: -0.373 Eh

```
8
Properties=species:S:1:pos:R:3:forces:R:3
O 2.2922 -0.1075 -0.1119 -0.3 -1.6 -0.1
C 1.1104 -0.2613 -0.0829 -4.4 3.5 1.7
N 0.0588 -1.2011 0.0917 -0.7 -1.2 -1.7
C -1.1499 -0.6438 -0.0944 6.7 -0.6 1.4
O -1.0996 0.6627 -0.1132 -0.5 1.7 0.4
N 0.2455 0.9989 -0.0091 0.7 -4.8 -3.2
H -2.0185 -1.2197 -0.1203 -1.5 -0.2 -0.2
H 0.5612 1.7718 0.4401 0.0 3.1 1.7
```
Forces are in eV/Å.


Record 4
The following is a DFT calculation (the ωB97M-V functional and the def2-TZVPD basis) of C4H3HgLiO as an isolated structure.

- Net charge: +1
- Frontier orbital gap (spin up / spin down): 7.321 / 9.851 eV
- <S²>: 0.754
- 2S+1: 2
- E_LUMO (spin up / spin down): -4.19 / -4.89 eV
- HOMO energy (spin up / spin down): -0.423 / -0.542 Eh

```
10
Properties=species:S:1:pos:R:3:forces:R:3
C -0.2736 -1.0163 1.4216 -1.1 -2.3 -1.2
C -0.7006 -2.1269 1.1145 0.4 0.8 0.0
H -1.0048 -3.1255 0.8353 0.1 0.3 0.3
Li -1.1883 -0.6240 -0.5434 0.1 0.0 0.1
O 0.8046 2.0048 0.5909 0.6 1.3 -4.9
C 0.7273 1.5502 -0.5089 0.4 -1.7 4.1
C 0.3825 0.7318 -1.5000 -0.7 3.9 0.7
Hg 0.2686 0.7495 2.3393 -0.2 -0.2 2.9
H -0.1218 1.8396 -1.8483 0.5 -2.7 -1.4
H 1.1061 0.0169 -1.9009 -0.3 0.7 -0.8
```
Forces are in eV/Å.


Record 5
The following is a DFT calculation (the ωB97M-V functional and the def2-TZVPD basis) of a 2-piece molecular cluster, C6H10O overall.

- Frontier orbital gap: 4.569 eV
- E_LUMO: -2.72 eV
- HOMO energy: -0.268 Eh

```
17
Properties=species:S:1:pos:R:3:forces:R:3
C -1.4327 2.3873 -0.7997 1.5 -1.7 -1.3
C -0.8491 0.9815 -0.7869 -2.0 -1.0 -0.7
C -1.0050 0.1723 -1.8871 0.2 0.6 1.1
C 1.3101 -0.9935 1.5518 0.9 -0.4 0.7
O 1.8552 -3.5481 1.4221 -0.1 0.5 0.0
C 0.4590 -0.6733 0.5440 -1.6 1.8 -1.1
C -0.0614 0.6318 0.3483 1.7 -2.4 0.7
H -0.4675 2.5640 -1.2951 -0.5 2.5 -0.2
H -1.4718 2.8495 0.1639 -0.4 0.3 0.3
H -2.2797 2.4786 -1.4935 0.4 0.3 0.5
H -1.7489 0.4068 -2.6707 0.7 -0.1 0.5
H -0.3513 -0.6850 -2.0093 -0.4 0.0 -0.1
H 1.6875 -0.2737 2.2671 -0.4 0.5 0.0
H 1.6960 -2.0522 1.6803 0.1 -0.7 -0.4
H 2.3444 -4.1562 1.9819 0.0 -0.1 0.1
H 0.1231 -1.4093 -0.1796 0.3 -0.3 0.4
H 0.1921 1.3193 1.1626 -0.3 0.3 -0.5
```
Forces are in eV/Å.


Record 6
The following is a DFT calculation (the ωB97M-V functional and the def2-TZVPD basis) of one molecule with the formula C3H4IN3.

- Frontier orbital gap (spin up / spin down): 7.653 / 5.939 eV
- <S²>: 2.054
- 2S+1: 3
- E_LUMO (spin up / spin down): 0.11 / -1.75 eV
- HOMO energy (spin up / spin down): -0.277 / -0.283 Eh

```
11
Properties=species:S:1:pos:R:3:forces:R:3
C 0.9247 1.9629 0.4142 0.8 -0.6 -2.8
C -0.5043 0.0725 -0.3947 0.5 -0.9 -1.1
C 2.1498 1.4375 0.0195 0.9 -0.4 2.2
N -0.0294 1.3211 -0.2407 -1.8 1.6 2.2
N -0.9042 -0.7119 0.5336 0.3 2.2 0.4
N -1.6018 -1.8192 0.1579 0.1 -1.5 -0.1
I 2.6569 -0.5261 -0.2112 0.2 0.5 -0.3
H 0.7955 2.9997 0.7654 0.0 -0.5 -0.3
H -0.4842 -0.1465 -1.4840 -0.7 -0.4 0.4
H -1.0427 -2.3003 -0.6135 -1.5 -0.2 1.9
H -1.9604 -2.2896 1.0534 1.3 0.2 -2.5
```
Forces are in eV/Å.


Values for energy, Ha, ordered as above
-2628.48109; -1040.12985; -337.31330; -389.98028; -309.61765; -578.42773